1.
DFT (the ωB97M-V functional and the def2-TZVPD basis) results for C50H28N13Zr as an isolated structure.

XYZ file:
```
92
Properties=species:S:1:pos:R:3:lowdin_charge:R:1
Zr -0.285 -0.100 -0.306 1.87
C 0.334 -4.634 4.149 -0.04
C -1.122 -4.541 4.167 -0.04
C -1.808 -3.788 3.304 0.01
C -1.115 -2.894 2.337 -0.19
C -0.666 -2.838 -0.138 -0.26
N 0.511 -2.203 0.049 0.06
C 1.108 -2.276 1.296 -0.27
N 2.195 -1.665 1.604 0.22
C 2.656 -0.613 0.881 -0.26
C 3.958 -0.054 1.038 -0.11
C 5.080 -0.484 1.759 -0.01
C 6.192 0.319 1.732 -0.07
C 6.202 1.530 1.002 -0.06
C 5.104 1.955 0.291 0.00
C 3.965 1.144 0.318 -0.10
C 2.669 1.278 -0.281 -0.28
N 2.290 2.293 -1.020 0.22
C 1.196 2.319 -1.739 -0.29
N 0.317 1.247 -1.958 -0.01
C -0.525 1.613 -2.954 -0.29
N -1.382 0.811 -3.625 0.21
C -1.464 -0.443 -3.320 -0.27
N -1.005 -1.052 -2.173 0.01
C -1.247 -2.413 -2.296 -0.24
N -1.090 -3.247 -1.336 0.24
C -1.832 -2.694 -3.612 -0.10
C -2.226 -3.875 -4.213 0.01
C -2.825 -3.778 -5.463 -0.05
C -3.021 -2.538 -6.074 -0.05
C -2.623 -1.357 -5.460 0.01
C -2.029 -1.464 -4.217 -0.10
C -0.290 2.979 -3.330 -0.12
C -0.923 3.811 -4.258 -0.01
C -0.459 5.102 -4.368 -0.07
C 0.633 5.553 -3.594 -0.06
C 1.276 4.725 -2.701 0.00
C 0.790 3.422 -2.566 -0.11
N 1.885 0.180 0.092 0.02
C 0.397 -2.924 2.454 -0.18
C 1.071 -3.900 3.311 0.01
H 0.811 -5.355 4.799 0.11
H -1.663 -5.159 4.873 0.11
H -2.890 -3.807 3.283 0.12
H 5.065 -1.412 2.316 0.11
H 7.081 0.024 2.275 0.11
H 7.101 2.133 1.005 0.11
H 5.112 2.880 -0.270 0.12
H -2.072 -4.830 -3.729 0.12
H -3.145 -4.676 -5.974 0.11
H -3.491 -2.499 -7.048 0.11
H -2.766 -0.394 -5.930 0.12
H -1.747 3.449 -4.858 0.12
H -0.927 5.784 -5.066 0.11
H 0.976 6.572 -3.718 0.11
H 2.122 5.066 -2.119 0.12
H 2.143 -4.012 3.217 0.12
C -2.845 3.671 -0.994 -0.03
C -2.058 4.645 -0.395 -0.02
C -1.016 4.247 0.418 0.02
C -0.800 2.891 0.635 -0.30
N -1.516 1.942 0.003 0.02
C -2.519 2.348 -0.794 -0.12
N 0.202 2.611 1.585 0.21
C 0.332 1.513 2.204 -0.27
N -0.356 0.295 1.931 0.04
C -0.056 -0.550 2.899 -0.20
N -0.439 -1.835 3.090 0.18
C -1.729 -2.752 0.938 -0.30
C -2.855 -3.727 0.717 -0.04
C -3.993 -3.362 0.131 -0.06
C -4.212 -1.989 -0.281 -0.07
C -3.242 -1.097 -0.028 -0.18
N -2.018 -1.362 0.550 -0.05
C 0.907 0.034 3.847 -0.10
C 1.497 -0.486 4.981 0.02
C 2.432 0.321 5.623 -0.04
C 2.733 1.597 5.146 -0.04
C 2.108 2.120 4.017 0.02
C 1.200 1.305 3.379 -0.10
H -3.670 3.924 -1.643 0.12
H -2.251 5.695 -0.567 0.12
H -0.363 4.947 0.917 0.13
H -3.061 1.575 -1.322 0.10
H -2.675 -4.755 1.006 0.13
H -4.766 -4.101 -0.039 0.11
H -5.148 -1.675 -0.716 0.10
H -3.409 -0.049 -0.244 0.08
H 1.247 -1.474 5.343 0.12
H 2.934 -0.043 6.509 0.11
H 3.468 2.194 5.670 0.11
H 2.332 3.112 3.648 0.13
```

Spin multiplicity   1
DFT total energy   -2681.00124 a.u.
Highest occupied orbital energy (spin up / spin down)   -8.80 / -8.72 eV
Charge   +1
Gap between HOMO and LUMO (spin up / spin down)   4.745 / 4.680 eV
Energy above the lowest of the compared OMol25 structures with the same formula, charge and spin   129.3 kcal per mole
E_LUMO (spin up / spin down)   -4.054 / -4.037 eV

2.
DFT (the ωB97M-V functional and the def2-TZVPD basis) results for a 9-piece molecular cluster, C29H79O32P7S2 overall.

XYZ file:
```
149
Properties=species:S:1:pos:R:3:lowdin_charge:R:1
C -2.310 4.020 5.023 -0.11
O -2.378 4.756 3.802 -0.21
P -2.392 3.824 2.486 0.37
O -1.486 2.677 2.464 -0.21
O -3.920 3.361 2.416 -0.23
C -4.976 4.330 2.292 -0.08
O -2.204 4.911 1.339 -0.21
C -2.225 4.421 -0.010 -0.07
H -3.191 3.388 5.145 0.09
H -2.185 4.665 5.889 0.09
H -1.439 3.360 5.027 0.08
H -4.513 5.292 2.077 0.08
H -5.457 4.419 3.267 0.09
H -5.724 4.031 1.564 0.08
H -1.399 4.937 -0.498 0.08
H -3.093 4.832 -0.534 0.08
H -2.168 3.342 -0.126 0.08
C 4.626 -0.538 0.844 -0.10
O 4.605 -1.224 2.100 -0.22
P 4.815 -0.363 3.452 0.39
O 5.698 0.803 3.320 -0.22
O 5.293 -1.451 4.500 -0.18
C 4.556 -2.661 4.612 -0.12
O 3.325 -0.006 3.912 -0.23
C 2.700 1.172 3.355 -0.08
H 4.160 -1.171 0.097 0.06
H 5.642 -0.212 0.622 0.09
H 4.057 0.395 0.910 0.07
H 4.335 -3.019 5.612 0.08
H 5.105 -3.518 4.193 0.09
H 3.680 -2.707 3.964 0.06
H 3.337 1.614 2.595 0.06
H 2.560 1.886 4.168 0.09
H 1.717 0.880 2.990 0.08
C -0.612 -4.553 -2.610 -0.10
O 0.537 -5.400 -2.562 -0.20
P 1.327 -5.461 -1.185 0.37
O 0.540 -5.826 -0.005 -0.21
O 2.005 -4.024 -1.149 -0.23
C 2.881 -3.811 -0.038 -0.07
O 2.524 -6.422 -1.611 -0.20
C 2.960 -7.493 -0.786 -0.10
H -0.638 -3.880 -3.470 0.09
H -0.628 -3.857 -1.764 0.06
H -1.509 -5.168 -2.588 0.09
H 2.350 -3.213 0.706 0.09
H 3.673 -3.156 -0.400 0.07
H 3.364 -4.649 0.463 0.10
H 3.011 -8.429 -1.338 0.09
H 2.360 -7.561 0.121 0.08
H 3.988 -7.293 -0.467 0.09
C -6.861 -0.768 -1.236 -0.10
O -6.232 -1.614 -0.291 -0.19
P -5.012 -1.097 0.597 0.39
O -4.127 -0.163 -0.123 -0.22
O -5.685 -0.482 1.902 -0.20
C -6.506 0.669 1.827 -0.10
O -4.398 -2.460 1.091 -0.18
C -3.199 -2.432 1.872 -0.08
H -7.004 -1.296 -2.178 0.09
H -6.295 0.143 -1.424 0.05
H -7.860 -0.511 -0.879 0.09
H -6.559 1.109 2.819 0.09
H -7.506 0.405 1.480 0.09
H -6.120 1.437 1.151 0.07
H -2.321 -2.709 1.295 0.06
H -3.290 -3.161 2.679 0.09
H -3.060 -1.467 2.365 0.09
C -0.840 -2.888 6.751 -0.08
O -0.732 -3.495 5.446 -0.21
P 0.718 -3.941 4.955 0.38
O 1.848 -3.626 5.837 -0.23
O 0.589 -5.524 4.726 -0.21
C -0.158 -6.068 3.632 -0.09
O 0.895 -3.484 3.444 -0.22
C 0.666 -2.118 3.026 -0.06
H -1.560 -3.473 7.324 0.09
H -1.204 -1.875 6.607 0.09
H 0.087 -2.924 7.319 0.08
H -0.790 -6.845 4.054 0.09
H 0.509 -6.481 2.875 0.08
H -0.745 -5.312 3.111 0.08
H 0.016 -2.177 2.160 0.06
H 1.624 -1.664 2.781 0.06
H 0.209 -1.554 3.842 0.09
C 1.944 3.833 0.420 -0.08
O 1.076 4.104 -0.679 -0.24
P 1.743 4.323 -2.125 0.39
O 2.695 3.302 -2.587 -0.21
O 0.455 4.579 -2.999 -0.22
C 0.506 4.880 -4.383 -0.09
O 2.453 5.761 -1.991 -0.21
C 1.632 6.890 -1.659 -0.09
H 1.405 4.244 1.275 0.10
H 2.904 4.352 0.354 0.10
H 2.141 2.773 0.587 0.08
H 1.535 4.967 -4.744 0.09
H 0.042 5.849 -4.562 0.09
H 0.030 4.118 -4.996 0.09
H 1.334 7.429 -2.561 0.09
H 2.179 7.583 -1.028 0.09
H 0.713 6.533 -1.194 0.08
C 4.476 0.749 -2.776 -0.10
O 4.901 -0.304 -3.633 -0.21
P 5.722 -1.515 -3.003 0.39
O 6.524 -1.138 -1.839 -0.21
O 6.466 -2.050 -4.310 -0.20
C 7.875 -1.822 -4.385 -0.10
O 4.604 -2.628 -2.698 -0.21
C 3.671 -2.969 -3.719 -0.10
H 4.918 0.893 -1.793 0.09
H 3.390 0.835 -2.715 0.05
H 4.696 1.677 -3.315 0.09
H 8.153 -1.759 -5.437 0.09
H 8.401 -2.667 -3.942 0.09
H 8.228 -0.897 -3.930 0.09
H 2.717 -3.135 -3.223 0.06
H 3.925 -3.838 -4.322 0.10
H 3.470 -2.140 -4.404 0.09
O 1.112 -0.198 0.521 -0.32
S 0.153 -0.733 -0.428 0.71
O -0.670 -1.889 -0.119 -0.34
C -0.935 0.627 -1.030 -0.21
C -0.798 0.528 -2.527 -0.20
C 0.705 0.293 -2.746 -0.20
C 0.975 -1.036 -2.012 -0.20
H -0.400 1.495 -0.629 0.09
H -1.838 0.466 -0.440 0.08
H -1.456 -0.326 -2.738 0.13
H -1.198 1.354 -3.109 0.09
H 1.289 1.090 -2.279 0.09
H 0.994 0.309 -3.796 0.13
H 2.033 -1.208 -1.829 0.09
H 0.460 -1.814 -2.568 0.09
O -2.806 4.026 -3.456 -0.32
S -3.633 2.915 -3.880 0.66
O -3.158 1.963 -4.856 -0.33
C -4.269 2.081 -2.387 -0.21
C -5.454 2.965 -1.918 -0.19
C -5.945 3.872 -3.076 -0.21
C -5.266 3.486 -4.382 -0.23
H -3.491 1.988 -1.634 0.07
H -4.557 1.084 -2.713 0.10
H -6.269 2.315 -1.603 0.09
H -5.163 3.582 -1.072 0.09
H -5.699 4.909 -2.838 0.11
H -7.026 3.832 -3.207 0.11
H -5.223 4.211 -5.190 0.11
H -5.769 2.595 -4.764 0.11
```

Spin multiplicity   1
DFT total energy   -6746.51814 a.u.
Highest occupied orbital energy   -9.86 eV
Gap between HOMO and LUMO   9.818 eV
SMILES string   COP(=O)(OC)OC.COP(=O)(OC)OC.COP(=O)(OC)OC.COP(=O)(OC)OC.COP(=O)(OC)OC.COP(=O)(OC)OC.COP(=O)(OC)OC.O=S1(=O)CCCC1.O=S1(=O)CCCC1
E_LUMO   -0.040 eV